114
Properties=species:S:1:pos:R:3:forces:R:3:mulliken_charge:R:1 method="wB97M-V/def2-TZVPD" e_homo_ev=-4.718 total_energy_ev=-77584.431 homo_lumo_gap_ev=6.712 total_charge=-1
C 3.9240 -2.3416 4.3044 -0.4 0.3 -0.1 -1.14
C 2.9557 -3.3547 3.7147 0.7 -0.6 -0.2 0.09
C 3.4110 -3.9476 2.3609 -0.7 0.4 0.4 -1.04
C 2.6424 -3.3736 1.1806 0.6 -0.1 0.2 -0.65
C 2.9355 -1.9044 0.8917 -0.5 0.0 -0.8 0.01
C 1.7122 -1.2172 0.2479 0.4 0.2 1.1 -1.14
In 0.4191 -0.0276 1.6190 0.3 0.3 -0.6 1.07
C 1.4692 0.8756 3.3690 -0.6 -0.6 0.3 -1.58
C 1.6447 -0.0555 4.5906 0.5 0.4 -0.4 0.51
C 0.8368 0.4144 5.7577 0.1 -0.7 0.3 -1.44
I 1.1996 -0.9216 7.4522 -0.1 0.2 0.0 -0.13
O -1.2331 -1.1642 2.2701 0.0 0.2 0.1 -0.47
C -2.3206 -0.3301 2.5660 0.6 -0.3 -0.4 -1.18
C -3.6442 -1.0135 2.3159 -0.7 0.2 0.9 1.53
C -4.7820 0.0137 2.2600 0.3 -0.3 0.2 -2.00
C -3.9704 -2.0652 3.4031 -0.3 -0.4 -1.1 -0.99
C -4.5414 -3.3715 2.7998 0.1 0.6 0.6 0.95
C -5.2795 -4.1721 3.8705 0.3 0.1 -0.4 -1.56
C -3.4057 -4.1487 2.1814 0.0 -0.2 0.1 -1.40
H 3.8739 -1.3798 3.8045 0.0 0.1 -0.1 0.18
H 3.6770 -2.1656 5.3461 0.1 0.1 0.2 0.26
H 4.9429 -2.6902 4.2184 0.4 -0.2 0.1 0.47
H 1.9460 -2.9684 3.6307 -0.2 0.2 0.0 -0.06
H 2.9098 -4.1759 4.4226 -0.2 -0.2 0.2 0.37
H 4.4765 -3.7702 2.2476 0.3 -0.1 -0.1 0.35
H 3.2475 -5.0186 2.3872 0.1 -0.4 0.0 0.36
H 2.9173 -3.9599 0.3083 -0.1 -0.1 -0.4 0.39
H 1.5777 -3.5267 1.3307 -0.3 0.0 0.2 0.31
H 3.3078 -1.3835 1.7655 -0.1 0.1 0.3 0.08
H 3.7434 -1.8852 0.1616 0.4 0.0 0.0 0.29
H 1.1008 -1.9949 -0.1682 -0.5 -0.4 -0.5 0.32
H 2.0454 -0.5740 -0.5590 -0.2 0.3 -0.2 0.02
H -0.2700 1.3324 0.6531 -0.1 -0.1 0.1 -0.43
H 0.8517 1.7134 3.6835 -0.1 0.3 -0.1 0.58
H 2.4299 1.2888 3.0876 0.2 0.1 -0.2 0.34
H 1.4184 -1.0936 4.3735 -0.2 -0.1 0.0 -0.10
H 2.6844 -0.0220 4.9010 0.2 -0.1 0.1 0.32
H 1.1572 1.3756 6.1148 0.0 0.4 0.1 0.58
H -0.2277 0.3639 5.5948 -0.3 0.1 0.0 0.46
H -2.3041 0.5745 1.9475 0.0 0.2 -0.1 0.37
H -2.2715 0.0080 3.6114 -0.2 0.1 0.3 0.04
H -3.6330 -1.5041 1.3521 0.4 -0.2 -0.4 -0.16
H -4.4998 0.9036 1.7082 0.0 0.1 -0.3 0.46
H -5.0442 0.3300 3.2630 -0.1 0.2 0.3 0.43
H -5.6496 -0.4555 1.8149 -0.4 0.1 -0.1 0.41
H -3.0803 -2.3045 3.9734 0.2 0.0 0.2 0.32
H -4.7395 -1.6649 4.0526 0.0 0.2 0.4 0.41
H -5.2667 -3.0548 2.0528 -0.1 -0.1 -0.4 0.21
H -6.0238 -4.8341 3.4425 -0.2 -0.2 -0.1 0.42
H -4.5603 -4.7742 4.4143 0.1 -0.2 0.3 0.30
H -5.7693 -3.4938 4.5529 -0.2 0.1 0.3 0.26
H -3.7090 -5.1037 1.7636 -0.2 -0.1 -0.2 0.43
H -2.9018 -3.5562 1.4353 0.2 0.1 -0.3 0.11
H -2.6716 -4.3589 2.9549 0.2 -0.1 0.2 0.43
F -3.8962 -3.9734 -0.9388 -0.2 -0.1 0.0 -0.22
C -3.1544 -4.0810 -2.0539 0.1 0.0 -0.1 0.37
C -3.5853 -4.8949 -3.0826 -0.2 -0.1 0.0 -0.58
C -2.8079 -4.9876 -4.2285 0.1 0.1 0.0 -0.29
C -1.6194 -4.2762 -4.3251 0.0 0.0 0.0 -0.63
C -1.2067 -3.4653 -3.2746 -0.1 -0.1 -0.1 -0.43
C -1.9805 -3.3621 -2.1292 0.2 0.2 0.1 -0.49
H -4.5125 -5.4440 -2.9824 0.0 0.0 0.0 0.41
H -3.1321 -5.6167 -5.0474 0.0 0.0 0.0 0.34
H -1.0145 -4.3533 -5.2194 0.0 0.0 0.0 0.36
H -0.2800 -2.9098 -3.3427 0.0 0.0 0.0 0.49
H -1.6861 -2.7307 -1.3002 0.0 0.0 0.0 0.64
F 3.5796 -0.7777 -2.7350 0.0 0.0 -0.1 -0.37
C 3.4874 0.5207 -3.0727 0.0 0.1 0.0 0.49
C 4.3436 1.4296 -2.4834 0.2 -0.1 0.1 -0.37
C 4.2513 2.7663 -2.8416 -0.1 0.0 -0.1 -0.50
C 3.3048 3.1760 -3.7715 0.0 0.1 0.0 -0.53
C 2.4499 2.2469 -4.3465 0.1 0.0 0.0 -0.44
C 2.5406 0.9071 -4.0000 -0.1 -0.1 -0.1 -0.49
H 5.0667 1.0890 -1.7542 0.0 0.0 0.0 0.46
H 4.9196 3.4898 -2.3933 0.0 0.0 0.0 0.45
H 3.2344 4.2201 -4.0468 0.0 0.0 0.0 0.48
H 1.7083 2.5657 -5.0662 0.0 0.0 0.0 0.40
H 1.8861 0.1656 -4.4385 0.0 0.0 0.0 0.44
F -7.4286 -4.4499 6.3050 0.0 -0.1 0.0 -0.31
C -7.9546 -3.4353 7.0113 -0.1 0.2 0.1 0.38
C -8.6213 -2.4295 6.3405 0.0 0.0 -0.2 -0.33
C -9.1633 -1.3835 7.0718 0.0 0.0 0.1 -0.33
C -9.0278 -1.3520 8.4529 0.0 0.1 0.0 -0.50
C -8.3501 -2.3719 9.1059 0.0 0.0 -0.1 -0.30
C -7.8101 -3.4259 8.3842 0.1 -0.1 0.1 -0.49
H -8.7070 -2.4693 5.2629 0.0 0.0 0.0 0.43
H -9.6912 -0.5898 6.5607 0.0 0.0 0.0 0.35
H -9.4484 -0.5315 9.0189 0.0 0.0 0.0 0.36
H -8.2384 -2.3466 10.1815 0.0 0.0 0.0 0.35
H -7.2817 -4.2329 8.8736 0.0 0.0 0.0 0.41
F 5.1074 5.5131 -5.8542 0.0 0.0 0.0 -0.22
C 6.1196 4.7822 -6.3707 0.2 -0.1 -0.1 0.32
C 6.8837 5.3243 -7.3836 0.0 0.2 -0.1 -0.47
C 7.9240 4.5723 -7.9091 0.0 -0.1 0.1 -0.38
C 8.1785 3.2970 -7.4236 0.0 0.0 0.0 -0.54
C 7.3926 2.7723 -6.4063 0.1 0.1 -0.1 -0.51
C 6.3554 3.5196 -5.8694 -0.1 -0.1 0.2 -0.08
H 6.6630 6.3177 -7.7517 0.0 0.0 0.0 0.44
H 8.5365 4.9838 -8.6999 0.0 0.0 0.0 0.36
H 8.9886 2.7125 -7.8388 0.0 0.0 0.0 0.37
H 7.5852 1.7774 -6.0287 0.0 0.0 0.0 0.39
H 5.7351 3.1321 -5.0722 0.0 0.0 0.0 0.29
F 1.7337 6.0812 -7.7725 0.0 0.0 0.0 -0.29
C 1.8969 7.3987 -7.5474 0.0 0.2 0.0 0.20
C 2.9175 7.8151 -6.7166 0.1 -0.1 0.1 -0.23
C 3.0824 9.1738 -6.4920 -0.1 0.0 -0.1 -0.48
C 2.2280 10.0910 -7.0891 0.0 0.1 0.0 -0.47
C 1.2067 9.6484 -7.9178 0.1 0.0 0.1 -0.37
C 1.0379 8.2922 -8.1551 -0.1 0.0 -0.1 -0.45
H 3.5664 7.0852 -6.2572 0.0 0.0 0.0 0.59
H 3.8807 9.5163 -5.8476 0.0 0.0 0.0 0.37
H 2.3583 11.1496 -6.9076 0.0 0.0 0.0 0.37
H 0.5371 10.3605 -8.3809 0.0 0.0 0.0 0.35
H 0.2519 7.9265 -8.8022 0.0 0.0 0.0 0.42